51
Properties=species:S:1:pos:R:3:lowdin_spin:R:1 method="wB97M-V/def2-TZVPD" energy_ha=-2198.16913 total_charge=-2 de_lowest_ev=2.058 e_lumo_ev="3.24 / 0.93" spin_multiplicity=2 s_squared=0.79 gap_ev="6.1 / 3.7" homo_energy_ha="-0.1044 / -0.1030"
Hg 0.1216 -1.7143 -0.2374 0.105
N -0.1756 -4.2420 2.0429 0.006
C 0.8050 -4.6458 3.0218 0.001
C 1.8036 -5.6397 2.4232 0.000
C 2.7464 -5.0180 1.3906 0.000
N 2.0266 -4.5390 0.2323 0.007
H -0.7746 -3.5024 2.3852 0.002
H -0.7451 -5.0235 1.7407 0.000
H 0.3519 -5.1164 3.9202 0.000
H 1.3359 -3.7486 3.3515 0.000
H 1.2463 -6.4557 1.9535 0.000
H 2.4024 -6.0687 3.2326 0.000
H 3.5149 -5.7802 1.1423 0.000
H 3.2640 -4.1630 1.8370 0.000
H 1.4514 -5.2661 -0.1755 0.000
H 2.6491 -4.1768 -0.4790 0.001
O -0.1542 -1.6815 -5.3521 0.056
C -0.0874 -1.1622 -4.2459 -0.003
O 0.7591 -1.1884 -3.3566 0.077
C -1.2948 -0.1959 -3.9225 0.145
C -1.5308 0.8739 -4.7128 0.012
C -2.5185 1.8313 -4.3588 0.131
C -3.1475 1.7181 -3.1257 -0.017
C -2.8913 0.6448 -2.2990 0.092
C -2.0372 -0.4726 -2.7022 0.004
O -1.9936 -1.5424 -2.1017 0.230
N -3.4903 0.6279 -1.0167 0.008
O -4.4804 1.3364 -0.8462 0.009
O -3.0178 -0.0632 -0.1318 0.025
N -2.8204 2.8874 -5.2259 0.019
O -2.2027 2.9762 -6.2861 0.027
O -3.7019 3.6863 -4.9124 0.051
H -0.9645 1.0254 -5.6205 -0.002
H -3.8257 2.4930 -2.7966 -0.003
N 1.5598 1.2955 0.1610 0.008
C 1.2609 2.3419 1.0103 0.000
C 1.1614 3.6512 0.5355 0.001
C 0.9092 4.6932 1.4112 0.000
C 0.7127 4.4278 2.7478 0.001
C 0.7831 3.1399 3.2341 0.000
C 1.0431 2.0953 2.3695 0.001
S 0.5553 5.7996 3.9222 0.000
O 1.9376 5.9478 4.3898 0.000
O -0.3695 5.3386 4.9513 0.000
O 0.0807 6.9370 3.1450 0.000
H 1.8487 1.5286 -0.7746 0.000
H 2.0451 0.5119 0.5700 0.005
H 1.2978 3.8407 -0.5210 0.000
H 0.8590 5.7155 1.0696 0.000
H 0.6152 2.9668 4.2856 0.000
H 1.0760 1.0739 2.7240 0.000

=====

50
Properties=species:S:1:pos:R:3:lowdin_charge:R:1 method="wB97M-V/def2-TZVPD" energy_ha=-3576.43020 total_charge=0 e_lumo_ev=-0.48 gap_ev=7.0 homo_energy_ha=-0.2759
Sc -0.1794 0.1484 0.6439 0.578
N -1.5639 4.3801 0.6643 0.080
C -0.8233 3.3081 1.0091 -0.927
S -1.5114 2.1286 2.0721 0.595
N 0.4060 3.2903 0.5416 -0.024
N 1.0111 2.1059 0.7783 -0.154
C 2.2792 2.1005 0.8462 -0.089
C 2.9384 0.8543 1.2159 -0.275
C 4.3164 0.7491 1.2470 -0.014
C 4.8930 -0.4225 1.7132 -0.043
C 4.0650 -1.4398 2.1442 -0.027
C 2.6906 -1.2626 2.0548 -0.138
N 2.1273 -0.1514 1.5866 0.035
H -2.4460 4.5323 1.1135 0.079
H -1.1493 5.1037 0.1023 0.100
H 2.8440 3.0173 0.7077 0.132
H 4.9247 1.5830 0.9187 0.115
H 5.9698 -0.5292 1.7525 0.113
H 4.4570 -2.3661 2.5405 0.115
H 2.0166 -2.0537 2.3524 0.059
S -0.1433 -2.4669 1.2109 0.609
C 0.9301 -2.6048 -0.1370 -1.122
S 1.0090 -1.2347 -1.1948 0.574
C 1.7109 -3.7170 -0.3539 -0.386
C 2.6599 -3.7463 -1.4280 -0.266
N 3.4372 -3.7634 -2.2795 0.137
C 1.6423 -4.8625 0.5028 -0.255
N 1.5871 -5.7878 1.1885 0.145
N 1.6873 1.6877 -2.3776 0.027
N 0.9150 1.1769 -3.4108 -0.093
C -0.4049 0.9796 -3.2654 -0.868
N -1.0183 0.4948 -4.3621 0.098
S -1.3269 1.3648 -1.9058 0.657
H 1.9539 2.6412 -2.5788 0.098
H 2.4915 1.0974 -2.2189 0.073
H 1.3849 0.7237 -4.1772 0.149
H -0.4979 0.1342 -5.1433 0.109
H -1.9845 0.2412 -4.2688 0.093
C -5.9775 -0.4556 0.1803 -0.004
N -4.6196 -0.5506 0.6963 -0.113
C -4.2421 -1.0564 1.9197 -0.041
C -2.8876 -0.9838 1.9555 -0.197
N -2.4320 -0.4358 0.7754 -0.120
C -3.4965 -0.1898 0.0497 -0.182
H -6.6723 -0.6968 0.9781 0.090
H -6.1299 -1.1544 -0.6404 0.094
H -6.1795 0.5544 -0.1695 0.094
H -4.9527 -1.4270 2.6398 0.124
H -2.2236 -1.2893 2.7450 0.091
H -3.4856 0.2506 -0.9348 0.076

=====

40
Properties=species:S:1:pos:R:3:lowdin_charge:R:1 method="wB97M-V/def2-TZVPD" energy_ha=-1030.94759 total_charge=0 de_lowest_ev=2.285 e_lumo_ev=0.65 smiles="COc1ccc(N2CCOCC2)c(NC(=O)c2ccco2)c1" gap_ev=8.7 homo_energy_ha=-0.2970
C -4.6816 -2.3729 -0.0017 -0.082
O -4.6758 -0.9637 0.0026 -0.080
C -3.4783 -0.3225 0.0012 -0.270
C -3.5335 1.0726 0.0029 -0.006
C -2.3709 1.8154 0.0014 -0.012
C -1.1339 1.1899 -0.0017 -0.199
N 0.1215 1.8797 -0.0036 -0.142
C 0.3598 2.6932 -1.1859 -0.143
C 1.8222 3.1424 -1.1599 -0.193
O 2.1132 3.8741 0.0083 -0.130
C 1.8413 3.1101 1.1604 -0.193
C 0.3798 2.6589 1.1976 -0.143
C -1.0795 -0.2105 -0.0027 -0.140
N 0.1931 -0.7678 -0.0055 0.160
C 0.5764 -2.0714 -0.0012 -0.398
O -0.1716 -3.0311 0.0039 0.082
C 2.0427 -2.2225 -0.0026 -0.181
C 2.8051 -3.3622 0.0014 0.012
C 4.1510 -2.9372 -0.0013 -0.049
C 4.1132 -1.5755 -0.0067 -0.107
O 2.8491 -1.1309 -0.0071 0.038
C -2.2456 -0.9648 -0.0015 0.061
H -4.1947 -2.7729 -0.8960 0.098
H -5.7315 -2.6616 -0.0008 0.092
H -4.1915 -2.7787 0.8883 0.098
H -4.4998 1.5504 0.0055 0.115
H -2.4275 2.8940 0.0028 0.116
H 0.1683 2.0885 -2.0746 0.135
H -0.2893 3.5835 -1.2148 0.128
H 2.0403 3.8055 -1.9985 0.126
H 2.4730 2.2556 -1.2158 0.124
H 2.0726 3.7499 2.0133 0.126
H 2.4934 2.2227 1.1811 0.123
H 0.2035 2.0289 2.0718 0.135
H -0.2698 3.5469 1.2628 0.128
H 0.9106 -0.0459 -0.0097 0.131
H 2.4333 -4.3655 0.0056 0.119
H 5.0242 -3.5564 0.0006 0.103
H 4.8919 -0.8379 -0.0102 0.123
H -2.1589 -2.0374 -0.0025 0.094